(1)
{
  "formula": "C44H38CsN6O3SSbSe8",
  "method": "ωB97M-V/def2-TZVPD",
  "total_energy_ha": -22123.96676,
  "homo_energy_ev": -1.4,
  "homo_lumo_gap_ev": 4.18,
  "relative_energy_ev": 0.000,
  "total_charge": -2,
  "max_force_ev_per_a": 0.5,
  "species": ["Cs", "Sb", "Se", "Se", "Se", "Se", "Se", "Se", "Se", "Se", "S", "O", "O", "O", "N", "N", "N", "N", "N", "N", "C", "C", "C", "C", "C", "C", "C", "C", "C", "C", "C", "C", "C", "C", "C", "C", "C", "C", "C", "C", "C", "C", "C", "C", "C", "C", "C", "C", "C", "C", "C", "C", "C", "C", "C", "C", "C", "C", "C", "C", "C", "C", "C", "C", "H", "H", "H", "H", "H", "H", "H", "H", "H", "H", "H", "H", "H", "H", "H", "H", "H", "H", "H", "H", "H", "H", "H", "H", "H", "H", "H", "H", "H", "H", "H", "H", "H", "H", "H", "H", "H", "H"],
  "positions_angstrom": [[-1.07, 0.75, -0.38], [-4.83, 0.06, -1.13], [-3.20, -1.78, -0.55], [-6.03, 0.56, 0.96], [-6.18, -0.79, -3.00], [4.97, 0.68, 1.22], [0.50, 6.81, 2.07], [-1.77, 7.12, 2.28], [5.72, 2.02, -0.55], [-3.64, 2.13, -1.91], [-1.22, -0.60, 3.01], [-3.11, -4.50, -4.39], [-0.45, 0.15, 4.05], [3.14, -5.47, -3.18], [3.36, 1.55, -1.95], [2.37, 1.74, 1.35], [-0.54, 5.47, -0.15], [-1.65, 4.37, 2.82], [-0.44, -0.35, -3.51], [1.29, -1.16, -1.50], [1.69, -3.85, 1.67], [2.42, -1.38, -0.83], [-3.17, 2.72, 1.99], [-0.28, -1.66, -3.23], [-3.52, 5.01, 1.48], [1.17, -1.94, 3.02], [2.91, -3.33, -2.10], [0.67, 4.05, -1.64], [1.74, -3.11, -2.81], [0.96, -2.00, -2.49], [1.54, 3.21, 3.06], [-2.62, -0.88, -4.37], [1.40, 2.47, 1.89], [-4.78, -2.27, 3.83], [3.26, -2.45, -1.09], [5.27, 0.55, -2.99], [-2.37, 5.27, 2.21], [4.66, 1.30, -2.00], [1.86, 4.37, -1.00], [-2.04, 3.09, 2.70], [4.46, 0.05, -4.01], [2.77, 3.21, 3.69], [3.81, 2.48, 3.13], [-1.24, -2.61, -3.51], [0.59, 5.76, 0.46], [-0.53, -2.90, 1.59], [-3.30, -2.85, 5.65], [0.39, -3.85, 1.16], [3.10, 0.28, -3.96], [3.55, 1.76, 1.96], [-4.55, -2.90, 5.04], [2.59, 1.03, -2.90], [-1.59, 0.01, -4.08], [-0.12, -1.95, 2.51], [-0.50, 4.62, -1.18], [1.83, 5.25, 0.07], [-3.75, -1.59, 3.20], [3.84, -4.47, -2.44], [-3.93, 3.70, 1.37], [2.07, -2.90, 2.60], [-2.26, -2.16, 5.03], [-2.45, -2.22, -4.06], [-2.50, -1.55, 3.81], [-3.60, -3.17, -4.15], [6.33, 0.35, -2.96], [2.64, -0.67, -0.04], [2.79, 3.91, -1.29], [-5.36, -3.43, 5.53], [4.79, 2.45, 3.56], [-3.50, 1.68, 1.92], [-1.53, -2.88, 1.19], [3.08, -2.90, 2.99], [1.52, 1.13, -2.78], [1.44, -1.16, 3.73], [-4.12, -3.11, -3.19], [4.89, -0.55, -4.80], [-3.80, -5.10, -4.08], [-4.03, 5.82, 0.97], [-1.72, 1.06, -4.27], [2.40, -4.60, 1.32], [-5.75, -2.29, 3.36], [-1.08, -3.64, -3.21], [2.93, 3.78, 4.60], [-1.43, 2.34, 3.20], [4.24, -4.89, -1.51], [-3.14, -3.33, 6.61], [0.10, -4.58, 0.42], [-4.80, 3.41, 0.79], [-1.46, 4.37, -1.63], [2.41, -0.12, -4.70], [2.72, 5.49, 0.62], [4.16, -2.59, -0.50], [0.46, 2.51, 1.36], [-3.57, -0.51, -4.73], [-1.28, -2.08, 5.49], [0.69, 3.78, 3.43], [0.65, 3.35, -2.47], [1.44, -3.78, -3.60], [4.68, -4.08, -3.02], [3.78, -6.11, -3.50], [-4.30, -2.85, -4.92], [-3.93, -1.10, 2.25]],
  "mulliken_charge": [0.098, 0.959, -0.854, -0.758, -0.788, 0.006, -0.165, -0.123, -0.060, -0.805, 1.466, -0.556, -0.834, -0.520, 0.334, 0.856, -0.240, -0.188, 0.293, 0.979, -0.383, -0.490, 0.322, -0.666, -0.552, -0.370, 0.572, -0.381, -0.661, 0.910, -0.249, -0.655, 0.198, -0.875, -0.742, -0.778, 0.067, 0.068, 0.096, -0.827, -0.372, -0.908, -0.779, -0.595, 0.335, -0.313, -0.639, -0.609, -1.050, -0.295, -0.386, -0.712, -0.643, 0.139, -0.489, -0.576, 0.177, -0.730, -0.522, -0.710, -0.534, 0.343, -0.133, -0.470, 0.436, -0.061, 0.285, 0.362, 0.476, 0.201, 0.296, 0.392, 1.156, 0.487, 0.145, 0.404, 0.322, 0.384, 0.221, 0.394, 0.470, 0.525, 0.472, 0.765, 0.327, 0.357, 0.382, 0.374, 0.440, 0.490, 0.343, 0.419, -0.124, 0.418, 0.409, 0.499, 0.446, 0.633, 0.287, 0.299, 0.311, 0.322]
}

(2)
{
  "formula": "C44H38NO3",
  "method": "ωB97M-V/def2-TZVPD",
  "total_energy_ha": -1979.94686,
  "homo_energy_ev": -2.7,
  "homo_lumo_gap_ev": 3.11,
  "relative_energy_ev": 0.260,
  "total_charge": -1,
  "max_force_ev_per_a": 2.9,
  "species": ["O", "O", "O", "N", "C", "C", "C", "C", "C", "C", "C", "C", "C", "C", "C", "C", "C", "C", "C", "C", "C", "C", "C", "C", "C", "C", "C", "C", "C", "C", "C", "C", "C", "C", "C", "C", "C", "C", "C", "C", "C", "C", "C", "C", "C", "C", "C", "C", "H", "H", "H", "H", "H", "H", "H", "H", "H", "H", "H", "H", "H", "H", "H", "H", "H", "H", "H", "H", "H", "H", "H", "H", "H", "H", "H", "H", "H", "H", "H", "H", "H", "H", "H", "H", "H", "H"],
  "positions_angstrom": [[1.55, 3.83, 3.90], [3.11, 2.17, 4.12], [-2.53, -0.40, -4.83], [-0.38, 1.96, 3.48], [-3.32, 3.55, -4.53], [-0.13, -3.87, -5.09], [-0.39, -0.83, 4.77], [-0.08, -2.18, 4.67], [4.36, 3.39, 2.37], [0.22, -1.76, -2.98], [-2.72, 1.90, 3.74], [3.38, -4.29, 0.13], [-0.77, -1.72, -3.94], [-5.15, 1.88, 3.78], [-2.79, -4.33, -5.84], [-2.74, 3.28, 3.56], [-1.09, 4.48, -4.27], [1.85, 2.65, 3.80], [3.36, -3.88, -1.21], [-3.95, 3.96, 3.42], [-2.45, 4.65, -4.57], [2.18, -2.29, 0.78], [1.29, -0.75, -0.96], [-0.92, 0.77, -3.53], [-2.44, -3.16, -5.16], [2.80, -3.49, 1.12], [-1.46, 2.09, -3.90], [-1.49, -0.45, -4.15], [-3.94, 1.20, 3.92], [-1.56, -2.38, 2.76], [3.46, 1.09, 1.95], [0.09, 0.65, -2.61], [-1.80, -5.26, -6.18], [2.07, -1.89, -0.59], [-1.28, -0.25, 3.86], [5.33, 1.43, 3.58], [0.58, -0.63, -2.17], [-1.92, -1.05, 2.90], [-1.12, -2.91, -4.74], [0.87, 1.61, 3.41], [-0.46, -5.01, -5.82], [4.06, 2.03, 2.98], [-0.61, 3.22, -3.91], [-0.62, -2.94, 3.63], [-5.16, 3.25, 3.52], [-1.44, 1.22, 3.73], [-2.82, 2.29, -4.22], [2.74, -2.69, -1.56], [3.24, 0.12, 2.43], [0.44, 3.08, -3.65], [3.87, -5.23, 0.40], [1.19, 0.56, 3.31], [-6.08, 1.32, 3.89], [-3.94, 5.03, 3.23], [-0.40, 5.33, -4.31], [-2.01, -2.97, 1.95], [1.21, 0.07, -0.24], [2.83, -3.80, 2.17], [2.53, 1.52, 1.57], [0.74, -2.69, -2.81], [5.04, 3.27, 1.51], [0.33, -5.71, -6.11], [-4.38, 3.66, -4.75], [-3.20, -2.42, -4.97], [4.15, 0.92, 1.11], [5.76, 2.08, 4.34], [0.91, -3.67, -4.81], [3.44, 3.87, 2.01], [-2.06, -6.17, -6.72], [3.82, -4.50, -1.99], [0.54, 1.55, -2.18], [5.13, 0.46, 4.04], [2.77, -2.35, -2.60], [-3.48, 1.43, -4.23], [-1.77, 3.79, 3.52], [-3.91, 0.14, 4.15], [-2.83, 5.64, -4.83], [-0.34, -3.99, 3.52], [1.72, -1.66, 1.54], [0.04, -0.21, 5.57], [-3.83, -4.50, -6.11], [0.60, -2.63, 5.39], [6.09, 1.28, 2.80], [-6.11, 3.77, 3.40], [4.84, 4.04, 3.10], [-2.66, -0.58, 2.24]],
  "mulliken_charge": [-0.648, -0.435, -0.771, -0.335, -0.636, -0.326, -0.195, -0.575, -1.655, -0.612, 0.923, -0.417, -0.122, -0.727, -0.651, -0.643, -0.709, 0.049, -0.663, -0.511, -0.308, -0.214, -0.784, 0.547, -0.270, -0.829, 0.374, 0.707, -0.334, -0.818, -1.594, -1.202, -0.285, 0.570, 0.243, -1.892, 0.058, -0.512, 0.152, -0.303, -0.700, 1.986, -0.324, -0.391, -0.399, 0.003, -0.245, -0.439, 0.284, 0.348, 0.360, 0.259, 0.337, 0.365, 0.345, 0.378, 0.590, 0.433, 0.279, 0.869, 0.404, 0.351, 0.356, 0.385, 0.625, 0.454, 0.412, 0.325, 0.347, 0.372, 0.544, 0.366, 0.680, 0.370, 0.502, 0.426, 0.348, 0.432, 0.610, 0.361, 0.363, 0.369, 0.359, 0.332, 0.386, 0.534]
}

(3)
{
  "formula": "C44H38O6ReSSbSi",
  "method": "ωB97M-V/def2-TZVPD",
  "multiplicity": 2,
  "total_energy_ha": -3156.97529,
  "homo_energy_ev": [-11.3, -11.2],
  "homo_lumo_gap_ev": [6.33, 6.53],
  "total_charge": 1,
  "max_force_ev_per_a": 4.5,
  "s_squared": 0.76,
  "species": ["Re", "Sb", "S", "Si", "O", "O", "O", "O", "O", "O", "C", "C", "C", "C", "C", "C", "C", "C", "C", "C", "C", "C", "C", "C", "C", "C", "C", "C", "C", "C", "C", "C", "C", "C", "C", "C", "C", "C", "C", "C", "C", "C", "C", "C", "C", "C", "C", "C", "C", "C", "C", "C", "C", "C", "H", "H", "H", "H", "H", "H", "H", "H", "H", "H", "H", "H", "H", "H", "H", "H", "H", "H", "H", "H", "H", "H", "H", "H", "H", "H", "H", "H", "H", "H", "H", "H", "H", "H", "H", "H", "H", "H"],
  "positions_angstrom": [[0.00, 1.70, -0.53], [-0.26, -1.94, -0.79], [1.10, -0.25, 0.25], [-0.05, 1.81, 2.76], [-2.42, 3.89, -3.07], [1.50, 2.29, -2.20], [-0.36, 2.24, 1.22], [-1.60, 0.05, -3.99], [-1.24, 3.10, -1.37], [-0.60, 0.46, -2.07], [1.15, 3.56, -2.80], [4.52, 1.17, 1.91], [-4.74, -2.49, -2.72], [2.51, 2.32, -4.30], [-0.91, -0.55, 4.21], [1.18, -2.68, -4.86], [-1.88, -0.25, 2.05], [-2.28, -2.09, -1.54], [-1.21, -4.33, 0.85], [1.85, 1.61, 2.59], [2.99, -3.32, -3.42], [3.85, 2.26, 1.39], [-2.61, -1.42, 2.20], [-2.56, -3.31, -2.14], [-1.02, 5.26, 5.77], [-3.80, -3.51, -2.73], [-4.45, -1.28, -2.11], [-1.02, 0.20, 3.04], [-0.17, -3.43, 0.75], [0.90, -4.44, 2.63], [2.52, 2.48, 1.72], [-1.20, -5.29, 1.84], [-1.40, 3.96, 6.06], [-0.83, 0.71, -3.33], [0.89, -3.47, 1.64], [-0.39, 5.53, 4.56], [-0.51, 3.21, 3.96], [1.52, 1.54, -3.43], [0.09, 1.77, -3.96], [3.87, 0.31, 2.77], [2.55, 0.53, 3.12], [-0.14, -5.35, 2.73], [-0.14, 4.51, 3.66], [-1.15, 2.94, 5.16], [-2.49, -2.15, 3.37], [0.39, -2.40, -3.76], [0.92, -2.55, -2.49], [-0.16, 3.24, -3.53], [2.47, -3.14, -4.70], [-1.65, -1.71, 4.37], [-1.41, 3.42, -2.60], [2.27, 3.76, -3.83], [-3.22, -1.07, -1.51], [2.21, -3.02, -2.31], [-2.98, -0.11, -1.08], [-3.30, -1.74, 1.42], [1.08, 4.33, -2.03], [2.31, 2.17, -5.35], [-4.02, -4.45, -3.22], [3.15, 4.19, -3.38], [1.72, -4.48, 3.33], [-1.81, -4.09, -2.17], [-2.01, 0.35, 1.15], [-1.20, 6.05, 6.48], [4.39, -0.56, 3.16], [-2.01, -6.00, 1.92], [2.00, 3.33, 1.30], [1.94, 4.42, -4.64], [-1.57, -2.27, 5.30], [-0.27, -0.21, 5.01], [1.77, 0.50, -3.23], [4.35, 2.95, 0.72], [-2.04, -4.29, 0.16], [0.34, 4.73, 2.72], [-1.90, 3.74, 6.99], [4.00, -3.68, -3.30], [1.69, -2.74, 1.57], [0.00, 1.65, -5.04], [5.55, 0.99, 1.63], [-5.18, -0.48, -2.12], [-3.07, -3.05, 3.50], [3.53, 1.99, -4.08], [-5.69, -2.63, -3.21], [-0.14, -6.09, 3.52], [3.09, -3.34, -5.56], [2.04, -0.15, 3.78], [-1.46, 1.93, 5.40], [0.77, -2.54, -5.86], [2.61, -3.15, -1.31], [-0.10, 6.54, 4.32], [-0.62, -2.04, -3.89], [-0.34, 3.88, -4.39]],
  "mulliken_charge": [1.262, 1.261, -0.704, -0.170, -0.656, -0.617, -0.307, -0.590, -0.719, 0.486, 0.224, -0.593, -0.766, -0.926, -0.363, -0.600, -0.529, 1.602, -0.350, 0.291, -0.691, -0.788, -0.110, -0.815, -0.525, -0.879, -0.703, 0.477, 1.159, -0.762, 0.202, -0.823, -0.635, 0.037, -0.792, -0.688, 0.725, -0.078, -0.093, -0.622, -0.337, -0.555, -0.476, -0.429, -0.613, -0.503, 1.208, -0.409, -0.644, -1.067, 0.200, -1.020, -0.854, -0.737, 0.290, 0.437, 0.570, 0.396, 0.451, 0.355, 0.451, 0.592, 0.681, 0.390, 0.463, 0.460, 0.348, 0.389, 0.436, 0.481, 0.452, 0.453, 0.412, 0.272, 0.411, 0.441, 0.400, 0.643, 0.418, 0.494, 0.451, 0.405, 0.428, 0.417, 0.414, 0.338, 0.334, 0.474, 0.421, 0.408, 0.157, 0.572]
}